[1]
ORCA calculation (ωB97M-V/def2-TZVPD) on a gas-phase ion, C5H9N4 (charge +1).

XYZ file:
```
18
Properties=species:S:1:pos:R:3:forces:R:3
C 1.10026 -1.59151 0.28128 -0.85 0.37 -2.45
N 0.41710 -0.32018 0.37247 0.30 -0.75 -0.61
C 0.98653 0.78516 0.08368 0.92 -0.61 0.56
N 2.33755 0.98571 -0.19036 -1.86 -6.27 -3.15
C 0.16136 1.96254 0.04937 -1.39 -0.56 0.78
C -1.17982 1.90421 0.12853 0.48 -0.03 -1.16
N -1.92168 0.75224 0.00271 0.62 -0.61 0.62
C -1.97070 -0.40781 -0.07070 0.75 4.32 0.29
N -2.53725 -1.48687 -0.25417 -0.60 -5.89 -0.39
H 2.18597 -1.58470 0.39656 -0.14 -0.20 0.35
H 0.56000 -2.23891 0.94023 0.34 -0.75 0.49
H 0.84316 -1.90874 -0.80453 0.76 -0.08 1.59
H 2.83678 1.64363 0.25621 2.11 2.71 1.71
H 2.82413 0.04643 -0.49350 -0.86 3.06 1.17
H 0.76379 2.82282 0.05573 -0.19 1.63 -0.03
H -1.93948 2.61425 0.04503 0.00 2.38 0.24
H -2.02288 -2.37216 -0.10710 -0.42 0.78 0.01
H -3.44484 -1.60611 -0.69145 0.06 0.48 -0.02
```
Forces are in eV/Å.

The value obtained for the total energy is -414.59173 a.u. Its net charge is +1. The calculation puts the orbital gap at 0.31407 Ha.

Charge distribution, natural (NBO) scheme, values in e: C -0.44; N -0.50; C 0.40; N -0.81; C -0.20; C 0.00; N -0.30; C 0.82; N -0.80; H 0.20; H 0.21; H 0.20; H 0.40; H 0.41; H 0.25; H 0.24; H 0.46; H 0.47



[2]
ORCA calculation (ωB97M-V/def2-TZVPD) on a molecular structure, C7H13NOPRe.

XYZ file:
```
24
Properties=species:S:1:pos:R:3:forces:R:3
C -1.76537 -1.36603 -1.45990 -0.61 0.04 -0.74
C -2.20281 -0.55640 -2.51559 -1.54 -0.12 -1.04
C -1.91542 0.79943 -2.68056 -0.54 -0.97 -1.02
C -1.10740 1.61260 -1.89723 0.89 1.39 1.40
C -0.52423 1.26233 -0.66367 -1.55 1.73 -1.22
Re -0.10084 -0.59042 -0.88420 -0.34 -1.14 0.48
P 0.28356 -2.73534 0.03961 0.63 -1.96 0.34
H -2.36195 -2.28458 -1.28998 0.55 0.61 0.12
H -2.91275 -1.00722 -3.24228 0.33 0.52 0.46
H -2.41892 1.29393 -3.50640 0.19 -0.11 -0.09
H -0.17017 2.08051 -0.04135 0.06 -0.07 -0.27
H -0.98921 2.65781 -2.21782 -0.18 -0.39 -0.05
H 1.60408 -3.21771 -0.01958 0.00 -0.06 0.31
H -0.36400 -3.92586 -0.37659 0.02 0.41 0.03
H 0.01848 -2.82303 1.42818 0.15 0.09 -0.26
C 2.69808 0.77522 2.33429 0.23 0.18 0.12
C 1.35428 0.65999 1.68148 -0.73 -0.05 0.43
N 0.39278 1.37838 2.29901 0.62 -0.07 -0.85
O 1.12092 -0.08288 0.69216 2.26 0.83 2.15
H 2.68661 1.58235 3.07646 0.04 -0.22 -0.17
H 3.44141 1.04130 1.58167 0.05 -0.30 0.03
H 2.97884 -0.14135 2.86741 -0.05 0.07 -0.41
H -0.47950 1.54706 1.80139 0.15 -0.18 0.53
H 0.73353 2.03990 2.99349 -0.62 -0.25 -0.27
```
Forces are in eV/Å.

The expectation value of S² is 3.866. The value obtained for the total energy is -823.73833 a.u. Its multiplicity is 4. Its net charge is +1. The calculation puts the orbital gap (alpha / beta) at 0.23864 / 0.29237 Ha.

Charge distribution, natural (NBO) scheme, values in e: C -0.45; C -0.24; C -0.17; C -0.25; C -0.51; Re 0.94; P 0.20; H 0.23; H 0.23; H 0.24; H 0.20; H 0.23; H 0.05; H 0.06; H 0.04; C -0.71; C 0.74; N -0.76; O -0.70; H 0.23; H 0.26; H 0.27; H 0.43; H 0.42



[3]
ORCA calculation (ωB97M-V/def2-TZVPD) on C2H2IN3 in the gas phase.

XYZ file:
```
8
Properties=species:S:1:pos:R:3:forces:R:3
C 0.74346 1.07767 -0.04493 2.17 -3.57 0.18
C 0.73296 -1.20637 -0.04771 -1.91 1.60 -0.23
N 1.39580 -0.18459 -0.01152 1.41 -0.42 0.22
N -0.52985 1.01217 -0.00866 -2.60 3.08 -0.10
N -1.11547 -0.05689 -0.17209 3.40 -1.83 -0.50
I -3.13319 -0.25478 -0.05756 -3.23 -0.01 0.40
H 1.47439 1.79063 0.13631 0.14 2.31 0.07
H 0.43190 -2.17784 0.20615 0.62 -1.15 -0.03
```
Forces are in eV/Å.

The expectation value of S² is 2.074. The value obtained for the total energy is -539.13554 a.u. Its multiplicity is 3. The calculation puts the orbital gap (alpha / beta) at 0.22950 / 0.24301 Ha.

Charge distribution, natural (NBO) scheme, values in e: C 0.23; C 0.20; N -0.47; N -0.27; N -0.30; I 0.16; H 0.21; H 0.24



[4]
ORCA calculation (ωB97M-V/def2-TZVPD) on 2 unconnected molecules or ions with the total composition C21H14F4O4S2.

XYZ file:
```
45
Properties=species:S:1:pos:R:3:forces:R:3
F 5.49473 2.18602 1.50244 -0.10 -0.85 0.63
C 5.26385 1.02398 2.18094 1.06 0.14 0.07
F 6.00316 0.04885 1.57032 -0.56 0.90 0.59
F 5.77381 1.17973 3.44578 -0.36 -0.04 -1.07
C 3.80188 0.69211 2.20508 -0.19 0.11 -0.09
C 3.39808 -0.58571 1.83376 0.05 0.06 0.10
C 2.05336 -0.83642 1.67881 -0.76 0.16 0.14
C 1.06512 0.16047 1.92408 2.02 0.05 0.29
C -0.26650 -0.16507 1.55095 -0.48 -0.28 -1.61
C -1.43734 0.61726 1.77052 -1.70 0.84 0.25
C -2.68876 -0.03981 1.97186 0.85 0.16 0.13
C -3.86012 0.67390 2.15640 0.08 0.21 0.14
C -3.83038 2.07497 2.12429 0.16 -0.22 -0.16
C -2.63134 2.74356 1.84678 0.00 -0.05 0.13
C -1.44703 2.03083 1.67978 -0.07 -0.24 0.05
C 1.51206 1.38347 2.49883 -0.14 -0.10 -0.19
C 2.87066 1.67327 2.57876 -0.05 -0.38 0.03
H 4.11963 -1.38118 1.65125 -0.15 0.36 -0.06
H 1.73637 -1.81435 1.32942 0.02 0.26 0.04
H -0.42455 -1.20286 1.25944 -0.07 0.14 0.26
H -2.69203 -1.12621 1.99492 -0.08 0.22 -0.03
H -4.79388 0.12899 2.32210 0.33 0.30 -0.04
H -4.75070 2.63742 2.28986 0.29 -0.12 -0.12
H -2.61686 3.83386 1.75856 -0.03 -0.42 0.04
H -0.52633 2.55304 1.41464 -0.41 -0.11 0.03
H 0.79229 2.10416 2.88952 0.27 -0.21 -0.27
H 3.21287 2.64687 2.94201 -0.14 -0.40 -0.13
F -0.11652 1.57669 -1.19887 0.02 0.60 -0.26
C -0.33393 0.27644 -0.97750 0.02 -0.75 1.59
S 0.84704 -0.77707 -1.75872 0.39 -0.51 -0.57
O 1.88974 0.00746 -2.38066 -0.38 -0.38 0.61
O 1.15642 -1.86898 -0.85518 0.03 0.46 -0.47
C -0.17268 -1.49271 -3.04414 -0.08 0.18 -0.19
C -1.52094 -1.22102 -2.91919 -0.04 0.03 -0.10
C -2.44313 -1.69485 -3.84778 0.14 0.00 0.03
C -1.97062 -2.44126 -4.92853 -0.02 0.12 0.26
C -0.60167 -2.70970 -5.06245 0.14 0.07 0.24
C 0.31123 -2.23593 -4.11779 -0.12 0.00 0.11
S -1.95546 -0.26888 -1.46610 -0.51 -0.26 -0.36
O -2.41387 -1.25027 -0.49836 0.08 0.57 -0.57
O -2.77651 0.85886 -1.85879 0.51 -0.72 0.56
H -3.49739 -1.46374 -3.70540 0.20 -0.11 -0.18
H -2.68196 -2.81481 -5.66314 0.22 0.07 0.12
H -0.23340 -3.29753 -5.90252 -0.16 0.17 0.17
H 1.38158 -2.42381 -4.18601 -0.26 -0.02 -0.14
```
Forces are in eV/Å.

The value obtained for the total energy is -2305.31440 a.u. The calculation puts the orbital gap at 0.23125 Ha.

Charge distribution, natural (NBO) scheme, values in e: F -0.32; C 0.97; F -0.32; F -0.33; C -0.10; C -0.19; C -0.13; C -0.07; C 0.06; C -0.18; C -0.11; C -0.23; C -0.18; C -0.17; C -0.18; C -0.16; C -0.20; H 0.25; H 0.25; H 0.25; H 0.23; H 0.23; H 0.22; H 0.22; H 0.22; H 0.23; H 0.24; F -0.32; C -0.36; S 2.11; O -0.90; O -0.94; C -0.22; C -0.33; C -0.17; C -0.19; C -0.19; C -0.21; S 2.12; O -0.93; O -0.90; H 0.24; H 0.23; H 0.23; H 0.24



[5]
ORCA calculation (ωB97M-V/def2-TZVPD) on a gas-phase ion, C5H6N (charge +1).

XYZ file:
```
12
Properties=species:S:1:pos:R:3:forces:R:3
C 1.27488 1.17511 -0.09776 -5.87 -3.65 -0.19
C -0.84327 0.22432 -0.06997 4.48 2.41 -0.97
C 1.43602 -0.30254 -0.10666 3.41 -1.55 1.11
C -2.19692 0.02586 -0.07376 -3.33 0.88 0.72
C 0.11000 -0.86272 -0.10706 -1.08 1.55 -0.26
N -0.11304 1.46747 -0.15807 1.05 -1.60 0.51
H 2.08543 1.76853 0.10377 1.38 2.30 0.13
H 2.33597 -0.74136 -0.75015 -2.04 0.87 1.23
H 1.69169 -0.64700 1.00276 0.50 1.01 -1.66
H -3.07445 0.68986 0.12783 1.52 0.02 -0.33
H -2.52028 -0.98815 -0.09889 -0.03 -0.76 -0.25
H -0.18602 -1.80940 0.22797 0.00 -1.47 -0.04
```
Forces are in eV/Å.

The expectation value of S² is 2.024. The value obtained for the total energy is -248.40923 a.u. Its multiplicity is 3. Its net charge is +1. The calculation puts the orbital gap (alpha / beta) at 0.28301 / 0.26977 Ha.

Charge distribution, natural (NBO) scheme, values in e: C 0.35; C 0.13; C -0.61; C -0.18; C -0.02; N -0.27; H 0.24; H 0.33; H 0.33; H 0.25; H 0.21; H 0.24



[6]
ORCA calculation (ωB97M-V/def2-TZVPD) on 2 unconnected molecules or ions with the total composition C4H10N2.

XYZ file:
```
16
Properties=species:S:1:pos:R:3:forces:R:3
C -1.68331 0.42270 -0.43384 -1.14 -0.07 3.20
C -2.45227 1.06185 0.50929 1.62 0.12 -3.35
N -2.89533 0.56529 1.67115 0.29 -0.79 1.29
H -1.35282 -0.57338 -0.09234 0.02 0.32 -0.89
H -1.28240 0.92772 -1.27474 0.29 0.18 -0.52
H -2.71705 2.09519 0.33796 -0.27 0.15 -0.08
H -2.63126 -0.37661 1.90845 -0.23 -0.04 -0.03
H -3.78477 0.86756 1.98439 -0.56 0.12 0.38
C 2.32580 -1.59104 -1.44647 -1.77 3.97 -4.82
N 2.25095 -0.26357 -1.38815 -0.38 -4.12 2.71
C 2.38349 0.21721 0.07001 -1.77 -0.25 -1.40
H 1.95525 -2.03704 -2.49593 1.22 0.92 2.24
H 2.67195 -2.31651 -0.78007 0.32 -0.71 1.77
H 1.74753 -0.26094 0.83110 -0.62 -0.16 -0.88
H 3.29624 -0.00567 0.47911 2.86 -0.13 0.52
H 2.16801 1.26724 0.12008 0.11 0.48 -0.13
```
Forces are in eV/Å.

The value obtained for the total energy is -267.81426 a.u. The calculation puts the orbital gap at 0.33052 Ha.

Charge distribution, natural (NBO) scheme, values in e: C -0.55; C 0.03; N -0.81; H 0.18; H 0.22; H 0.18; H 0.38; H 0.38; C -0.07; N -0.37; C -0.46; H 0.17; H 0.16; H 0.19; H 0.19; H 0.21



[7]
ORCA calculation (ωB97M-V/def2-TZVPD) on 4 unconnected molecules or ions with the total composition C4H7NO.

XYZ file:
```
13
Properties=species:S:1:pos:R:3:forces:R:3
C 0.94344 -0.46755 0.88750 0.02 0.05 -0.11
C 0.76557 -0.36939 -0.49068 0.06 -0.03 0.05
C -1.40375 0.43829 -0.48288 -0.07 -0.04 0.00
O -2.08017 -0.26386 0.29565 0.28 0.16 0.04
C 1.15259 0.79116 -1.23218 0.15 0.74 -0.45
N 1.41440 1.71962 -1.87715 -0.20 -0.80 0.64
H 1.26499 -1.41062 1.32118 -0.13 0.12 -0.09
H 1.23345 0.41968 1.44775 -0.01 -0.15 -0.10
H -0.37171 -0.67093 1.57683 0.07 -0.04 0.15
H 0.74396 -1.28986 -1.06992 -0.12 0.18 0.05
H -1.45200 0.26307 -1.56219 0.11 -0.13 0.11
H -1.00451 1.40910 -0.15173 -0.10 -0.11 -0.11
H -1.20625 -0.56872 1.33783 -0.04 0.05 -0.19
```
Forces are in eV/Å.

The value obtained for the total energy is -286.44384 a.u. The calculation puts the orbital gap at 0.34772 Ha.

Charge distribution, natural (NBO) scheme, values in e: C -0.33; C -0.45; C 0.19; O -0.58; C 0.25; N -0.34; H 0.24; H 0.23; H -0.04; H 0.25; H 0.17; H 0.14; H 0.26



[8]
ORCA calculation (ωB97M-V/def2-TZVPD) on C9H11N3O5 in the gas phase.

XYZ file:
```
28
Properties=species:S:1:pos:R:3:forces:R:3
N 4.69165 0.49678 0.91899 -0.42 1.42 -0.35
C 3.42728 1.03978 0.34998 0.05 -0.66 -0.69
C 2.36532 -0.18917 0.18866 0.22 0.13 -0.10
O 2.99705 -1.46198 0.49423 -0.73 0.56 0.14
C 1.05169 0.01512 1.07833 -0.98 1.78 -1.26
C -0.25742 -0.02309 0.14809 -1.14 -2.39 -1.82
C -0.42666 -1.04369 -0.82157 0.22 1.93 1.90
C -1.68203 -1.08368 -1.76998 1.13 -0.01 -0.50
O -1.62718 -1.67080 -2.86210 -0.74 1.50 2.95
C -2.98422 -0.30445 -1.24937 -0.45 0.80 1.26
N -4.27488 -0.71310 -1.84405 2.20 0.11 -0.13
C -2.88031 0.71174 -0.27365 0.65 -2.63 -2.13
O -4.03106 1.41324 0.22493 3.08 0.05 -1.87
N -4.37809 0.97552 1.48529 -1.52 -2.20 1.10
O -4.61134 -0.18865 1.49833 0.66 1.48 0.37
C -1.41271 1.05530 0.23280 0.47 2.06 1.15
O -1.15033 2.18413 0.68637 -0.85 -2.99 -1.03
H 4.57201 0.30130 1.91797 0.28 0.24 -0.51
H 5.39077 1.24377 0.76963 -0.35 -0.76 0.60
H 3.69127 1.42448 -0.69968 -0.49 -0.57 1.50
H 2.98515 1.92292 0.91315 0.30 -1.10 -0.50
H 2.14527 -0.22935 -0.93700 -0.11 0.06 1.76
H 2.55164 -1.89783 1.24317 0.23 0.50 -0.51
H 0.94127 -0.71051 1.94198 0.19 0.70 -1.13
H 1.08573 1.07896 1.51028 -0.12 -1.61 -0.45
H 0.42683 -1.79909 -0.89253 -1.54 0.95 -0.42
H -4.59026 -1.60232 -1.42857 0.23 0.62 -0.04
H -4.01643 -0.94535 -2.82368 -0.44 0.04 0.70
```
Forces are in eV/Å.

The value obtained for the total energy is -889.77942 a.u. The calculation puts the orbital gap at 0.29041 Ha.

Charge distribution, natural (NBO) scheme, values in e: N -0.82; C -0.24; C 0.10; O -0.72; C -0.48; C -0.01; C -0.28; C 0.51; O -0.50; C 0.10; N -0.82; C 0.16; O -0.37; N 0.41; O -0.25; C 0.48; O -0.49; H 0.35; H 0.36; H 0.19; H 0.17; H 0.19; H 0.47; H 0.23; H 0.25; H 0.25; H 0.39; H 0.38